DFT (ωB97M-V with the def2-TZVPD basis set) results for a structure of composition C19H38MnP.

XYZ file:
```
59
C19H38MnP, DFT ωB97M-V with the def2-TZVPD basis set
Mn -0.273 0.664 -0.314
P 0.590 -1.738 0.672
C -0.218 -3.359 0.584
C 0.049 2.318 1.076
C 1.200 3.437 -0.982
C 2.110 -1.809 -0.368
C 1.064 -1.327 2.379
C -1.254 2.528 -0.852
C -3.498 1.555 0.055
C -2.051 1.884 0.159
C 0.060 2.778 -0.294
C -1.053 -0.450 -4.328
C 1.969 -2.331 3.096
C 0.563 -4.575 1.056
C -1.735 2.982 -2.184
C 3.181 -0.754 -0.124
C -1.247 1.745 1.347
C -1.131 -0.693 -1.775
C 1.147 2.506 2.056
C -0.281 -0.362 -3.009
C -1.727 1.254 2.663
H 1.142 3.289 -2.067
H 0.607 -4.625 2.154
H 3.296 -0.494 0.934
H 2.155 3.016 -0.639
H 2.509 -2.824 -0.213
H 0.172 0.643 -2.922
H -3.763 1.222 -0.957
H 0.569 -1.066 -3.047
H -1.440 -1.460 -4.489
H 1.100 1.759 2.858
H 2.982 0.164 -0.688
H -2.558 0.546 2.547
H -4.128 2.428 0.284
H -1.186 -1.792 -1.672
H 1.091 3.499 2.527
H 2.129 2.426 1.570
H 1.227 4.521 -0.791
H 1.417 -3.223 3.410
H -1.146 -3.253 1.158
H -1.896 0.254 -4.334
H -2.160 -0.280 -1.857
H 4.144 -1.139 -0.475
H 0.124 -1.197 2.936
H 1.583 -4.603 0.655
H -2.088 2.083 3.292
H -0.904 3.070 -2.894
H 0.046 -5.477 0.710
H -2.469 2.281 -2.606
H -3.776 0.760 0.757
H 1.762 -1.761 -1.412
H -0.389 -0.200 -5.158
H 2.366 -1.861 4.006
H -0.926 0.750 3.218
H -0.504 -3.484 -0.470
H -2.223 3.968 -2.127
H 1.549 -0.337 2.359
H -0.709 -1.213 0.042
H 2.831 -2.641 2.490
```

DFT total energy, eV: -60911.23611
Multiplicity: 5
Total charge: +2
⟨S²⟩: 6.2558
Kohn-Sham gap (alpha / beta), eV: 6.124 / 7.446

DFT (ωB97M-V with the def2-TZVPD basis set) results for the molecule C21H17ClN2O3S.

XYZ file:
```
45
C21H17ClN2O3S, DFT ωB97M-V with the def2-TZVPD basis set
Cl -5.761 -3.403 3.304
S -2.797 -3.597 4.000
O 1.723 -1.959 2.926
O -1.841 0.231 0.759
O 1.739 1.521 -2.305
N -0.298 -2.611 3.335
N -5.786 -0.625 -0.698
C 2.907 1.628 -2.994
C 5.295 1.181 -3.223
C 1.858 0.854 1.841
C -4.089 -2.831 3.031
C 2.649 1.858 1.271
C -1.674 -2.546 3.164
C -4.787 -1.403 -0.018
C 2.626 2.066 -0.096
C 1.780 1.332 -0.929
C 5.336 2.038 -4.328
C 0.011 -0.793 1.742
C -3.690 -1.831 2.247
C -2.227 -1.669 2.272
C 0.546 -1.804 2.646
C 4.098 0.991 -2.530
C -4.646 -0.976 1.453
C 2.929 2.368 -4.203
C 0.944 0.140 1.053
C -1.338 -0.738 1.550
C 4.150 2.580 -4.815
C 0.911 0.398 -0.322
H -5.615 -1.056 1.890
H 0.130 -3.411 3.794
H 3.361 2.402 1.842
H 4.209 3.191 -5.695
H -5.480 0.354 -0.674
H 2.045 2.836 -4.655
H 4.096 0.417 -1.636
H -4.357 0.076 1.545
H 1.943 0.620 2.910
H 3.241 2.862 -0.459
H -3.871 -1.203 -0.545
H 0.169 -0.100 -0.962
H -6.709 -0.733 -0.246
H -1.175 0.903 0.613
H -5.024 -2.469 -0.074
H 6.214 0.690 -2.908
H 6.254 2.218 -4.875
```

Structure (SMILES): NCCc1c(Cl)sc2[nH]c(=O)c(-c3cccc(Oc4ccccc4)c3)c(O)c12
DFT total energy, eV: -54533.18053
Kohn-Sham gap, eV: 8.558
Relative energy (zero: lowest compared OMol25 entry of this formula, charge and spin), eV: 0.000